# C3H4I2O

A structure of composition C3H4I2O (ωB97M-V with the def2-TZVPD basis set, the OMol25 dataset).

## Properties
- frontier orbital gap (eV) = 9.0332
- E_LUMO (eV) = -0.31

Each line ends with the natural charge from an NBO analysis.
Cartesian coordinates (Å):
C (-1.1175, 0.1833, -0.1759)  -0.10
C (0.2521, -0.5256, -0.2958)  -0.33
C (1.4249, 0.0614, -0.1613)  -0.33
O (-1.5009, 0.3816, 1.1912)  -0.70
I (1.7469, 2.1464, -0.5435)  0.20
I (3.1368, -1.1795, 0.0682)  0.19
H (-1.7861, -0.2955, -0.7906)  0.17
H (-1.2685, 1.2040, -0.7057)  0.19
H (0.2097, -1.6314, -0.2848)  0.23
H (-1.0975, -0.3448, 1.6982)  0.47

***

# CH3IN2O

A structure of composition CH3IN2O (ωB97M-V with the def2-TZVPD basis set, the OMol25 dataset).

## Properties
- frontier orbital gap (alpha / beta) (eV) = 8.3566 / 8.3557
- E_LUMO (alpha / beta) (eV) = -0.58 / -0.58

Each line ends with the natural charge from an NBO analysis.
Cartesian coordinates (Å):
C (-0.2528, 0.6708, -0.5408)  -0.49
N (0.5806, -0.7474, 1.4511)  0.31
N (-0.9351, -0.1095, 0.4277)  -0.54
O (1.5361, -0.3492, 0.9810)  -0.20
I (-0.9620, -2.0696, -0.0600)  0.30
H (-0.0691, 1.5881, 0.0206)  0.21
H (0.6875, 0.2046, -0.7231)  0.18
H (-0.5852, 0.8123, -1.5565)  0.23

***

# C17H20N4O9

A cluster of 3 separate species, C17H20N4O9 in total (ωB97M-V with the def2-TZVPD basis set, the OMol25 dataset).

## Properties
- frontier orbital gap (eV) = 6.8414
- E_LUMO (eV) = -1.26

Each line ends with the natural charge from an NBO analysis.
Cartesian coordinates (Å):
N (2.9565, -0.2690, 2.5312)  -0.86
C (1.6649, 0.5711, 2.4664)  -0.26
C (1.4683, 1.2657, 0.9944)  0.09
O (1.4719, 0.2157, -0.0703)  -0.75
C (0.1957, 2.2924, 0.8731)  -0.53
C (-1.2531, 1.6612, 1.3086)  0.37
O (-1.5312, 0.3784, 0.5824)  -0.57
C (-1.8836, -0.6858, 1.5781)  0.62
O (-3.1484, -1.0975, 1.7133)  -0.54
O (-1.4264, 1.4258, 2.7500)  -0.41
N (-0.8368, 2.3722, 3.5009)  0.37
O (-1.6223, 2.9030, 4.2741)  -0.26
H (3.5779, 0.0157, 1.7199)  0.36
H (2.6442, -1.2631, 2.3760)  0.36
H (0.7395, -0.0256, 2.8626)  0.18
H (1.8418, 1.4597, 3.2385)  0.20
H (2.4454, 1.9252, 0.8059)  0.17
H (0.8313, 0.5645, -0.7653)  0.48
H (0.4619, 3.3181, 1.4053)  0.25
H (0.1015, 2.5654, -0.2855)  0.27
H (-2.0996, 2.4095, 0.9241)  0.19
H (-1.0452, -1.1508, 2.2893)  0.19
O (1.8169, -2.3157, 1.4665)  -0.37
N (2.8993, -2.7877, 1.0880)  0.50
O (3.9523, -2.1407, 0.9945)  -0.35
C (2.9346, -4.2084, 0.7210)  0.10
C (1.7585, -4.9689, 0.7758)  -0.20
C (1.7932, -6.3138, 0.4023)  -0.21
C (2.9920, -6.8927, -0.0170)  -0.17
C (4.1640, -6.1356, -0.0607)  -0.21
C (4.1411, -4.7890, 0.3077)  -0.20
H (0.8163, -4.5326, 1.1003)  0.25
H (0.8843, -6.9107, 0.4351)  0.23
H (3.0130, -7.9402, -0.3127)  0.22
H (5.0950, -6.5947, -0.3858)  0.23
H (5.0623, -4.2117, 0.2651)  0.25
O (-0.8598, 1.9792, -2.1114)  -0.37
N (-1.4918, 3.0038, -1.8137)  0.51
O (-1.2171, 3.7449, -0.8591)  -0.38
C (-2.6471, 3.3604, -2.6460)  0.09
C (-3.0163, 2.5302, -3.7134)  -0.20
C (-4.1306, 2.8617, -4.4865)  -0.21
C (-4.8647, 4.0133, -4.1980)  -0.17
C (-4.4886, 4.8438, -3.1410)  -0.21
C (-3.3777, 4.5211, -2.3590)  -0.20
H (-2.4547, 1.6294, -3.9510)  0.25
H (-4.4292, 2.2203, -5.3129)  0.23
H (-5.7362, 4.2646, -4.8002)  0.22
H (-5.0640, 5.7411, -2.9243)  0.23
H (-3.0994, 5.1770, -1.5367)  0.25

***

# C6H11P

A cluster of 2 separate species, C6H11P in total (ωB97M-V with the def2-TZVPD basis set, the OMol25 dataset).

## Properties
- frontier orbital gap (eV) = 9.9211
- E_LUMO (eV) = 0.63

Each line ends with the natural charge from an NBO analysis.
Cartesian coordinates (Å):
C (1.5720, -1.9074, 0.3383)  -0.41
C (0.6010, -1.2566, -0.2454)  -0.17
C (-0.1700, -0.1234, 0.3363)  -0.44
C (-1.5941, -0.0265, -0.2995)  -0.38
C (-2.3722, 1.1607, 0.1523)  -0.59
H (1.7754, -1.6583, 1.4783)  0.19
H (2.0132, -2.6699, -0.2172)  0.20
H (0.5335, -1.5504, -1.2455)  0.19
H (0.4524, 0.8798, 0.0438)  0.22
H (-0.1536, -0.3265, 1.4747)  0.22
H (-2.0562, -0.8998, -0.0958)  0.19
H (-1.6059, 0.0616, -1.3347)  0.19
H (-2.5293, 1.0409, 1.1666)  0.19
H (-1.7703, 1.9887, 0.1632)  0.20
H (-3.2657, 1.1848, -0.3145)  0.21
C (2.7718, 1.5338, -0.4957)  -0.78
P (3.5244, 0.2048, -0.7509)  0.56
H (2.2737, 2.3635, -0.1542)  0.20

***

# C7H9NO3S

The molecule C7H9NO3S (ωB97M-V with the def2-TZVPD basis set, the OMol25 dataset).

## Properties
- frontier orbital gap (alpha / beta) (eV) = 7.1035 / 6.9303
- E_LUMO (alpha / beta) (eV) = -0.89 / -0.66

Each line ends with the natural charge from an NBO analysis.
Cartesian coordinates (Å):
C (0.9104, 0.8541, 0.3113)  -0.13
C (2.1461, 0.3057, 0.2318)  -0.28
C (-0.2750, 0.0360, 0.2175)  0.08
C (2.2595, -1.1035, 0.0796)  0.36
C (-1.5450, 0.4562, 0.2655)  -0.64
C (3.5551, -1.8414, 0.0057)  -0.66
C (-4.2539, 0.5421, -0.3194)  -0.86
N (-0.0435, -1.4341, 0.0391)  -0.09
O (-2.7540, -1.4883, -1.0822)  -0.94
O (-3.2492, -1.2790, 1.3233)  -0.94
O (1.1866, -1.8340, -0.0018)  -0.18
S (-2.9263, -0.6467, 0.0715)  2.17
H (0.7735, 1.9180, 0.4383)  0.22
H (3.0442, 0.8989, 0.2882)  0.23
H (-1.8062, 1.4828, 0.4402)  0.23
H (3.4264, -2.8571, 0.3718)  0.25
H (4.3171, -1.3370, 0.5958)  0.23
H (3.9041, -1.9013, -1.0270)  0.24
H (-5.1620, -0.0177, -0.4999)  0.25
H (-4.3749, 1.2150, 0.5204)  0.23
H (-3.9584, 1.0749, -1.2144)  0.23

***

# C5H13NO

A cluster of 2 separate species, C5H13NO in total (ωB97M-V with the def2-TZVPD basis set, the OMol25 dataset).

## Properties
- frontier orbital gap (eV) = 10.7569
- E_LUMO (eV) = 0.87

Each line ends with the natural charge from an NBO analysis.
Cartesian coordinates (Å):
C (2.1028, 0.9870, -0.3803)  -0.60
C (0.7432, 1.2364, 0.3186)  -0.53
C (0.4967, 0.0275, 1.2246)  0.68
N (-0.1734, 0.2879, 2.3611)  -0.82
O (0.8057, -1.0887, 0.8822)  -0.62
H (2.1155, 0.0046, -0.8312)  0.23
H (2.9196, 1.0481, 0.3415)  0.20
H (2.3220, 1.6890, -1.1882)  0.20
H (0.7505, 2.2701, 0.6328)  0.22
H (-0.0200, 1.1343, -0.4627)  0.23
H (-0.5510, -0.4733, 2.8980)  0.41
H (-0.3348, 1.2523, 2.5931)  0.39
C (-2.4907, -0.4476, -1.7057)  -0.61
C (-1.1739, -1.1614, -2.0948)  -0.61
H (-3.1605, -0.4316, -2.5609)  0.21
H (-2.9816, -0.9850, -0.8976)  0.20
H (-2.3130, 0.5518, -1.3032)  0.20
H (-0.2530, -0.6224, -1.9316)  0.21
H (-1.0914, -2.1044, -1.5658)  0.21
H (-1.2611, -1.4283, -3.1480)  0.20

***

Record-wise energy above the lowest of the compared OMol25 structures with the same formula, charge and spin values, in eV: 1.364, 3.753, 5.879, 2.870, 4.652, 0.358